Record 1
C36H35B2N3O7P | wB97M-V/def2-TZVPD

The calculation puts the total energy at -2474.86738 Eh. Its total charge is +1.

Positions of all 84 atoms, in Å:
1 C 11.5180 2.3019 0.0942
2 C 11.8550 1.9979 -1.3792
3 B 10.8446 0.9854 -2.0385
4 O 11.2244 -0.1679 -2.6229
5 C 9.2932 1.3488 -2.0816
6 N 8.7245 2.1633 -3.0521
7 C 7.4196 2.3299 -2.8256
8 N 6.5544 3.0932 -3.5764
9 N 7.1018 1.6064 -1.7517
10 P 5.5887 1.3217 -0.8424
11 C 5.6882 2.6200 0.4555
12 C 4.1523 1.7826 -1.8698
13 C 2.9840 2.0371 -0.8934
14 C 8.2669 0.9705 -1.2643
15 B 8.2667 -0.0174 -0.0181
16 O 7.6008 -1.2061 -0.0711
17 O 8.9659 0.3215 1.1072
18 H 12.2588 2.9577 0.5381
19 H 10.5342 2.7519 0.1664
20 H 11.5261 1.3781 0.6643
21 H 12.8837 1.6608 -1.4874
22 H 11.7317 2.9323 -1.9366
23 H 12.1458 -0.3562 -2.4124
24 H 9.2279 2.5687 -3.8241
25 H 5.9597 3.6334 -2.9572
26 H 7.0819 3.7786 -4.1068
27 H 5.5807 3.6132 0.0263
28 H 4.8914 2.4214 1.1605
29 H 6.6514 2.5190 0.9454
30 H 4.2879 2.6671 -2.4852
31 H 3.8864 0.9608 -2.5248
32 H 2.9800 3.0544 -0.5238
33 H 2.0335 1.7420 -1.3179
34 H 3.1237 1.3937 -0.0211
35 H 6.6597 -1.1040 -0.2542
36 H 9.5084 -0.4260 1.3895
37 C 0.1118 -4.0085 0.7395
38 C 0.8742 -3.0580 0.0690
39 C 0.4876 -1.7291 0.0727
40 C -0.6693 -1.3430 0.7381
41 C -1.4447 -2.3013 1.3933
42 C -1.0449 -3.6313 1.3993
43 C -2.7150 -1.9227 2.0790
44 O -3.3842 -2.7565 2.6490
45 C -3.1372 -0.4955 2.0293
46 C -4.3416 -0.1266 2.6119
47 C -4.7492 1.1962 2.5811
48 C -3.9482 2.1597 1.9781
49 C -2.7467 1.7981 1.3933
50 C -2.3399 0.4698 1.4079
51 C -1.0623 0.0952 0.7450
52 O -0.3593 0.9366 0.2194
53 H 0.4193 -5.0455 0.7421
54 H 1.7716 -3.3579 -0.4561
55 H 1.0773 -0.9843 -0.4433
56 H -1.6456 -4.3647 1.9189
57 H -4.9623 -0.8771 3.0815
58 H -5.6926 1.4790 3.0280
59 H -4.2660 3.1935 1.9609
60 H -2.1223 2.5416 0.9184
61 C -13.0529 0.0449 0.3665
62 C -13.3797 -1.1751 0.9490
63 C -12.3982 -2.1260 1.1689
64 C -11.0855 -1.8654 0.7979
65 C -10.7609 -0.6479 0.1945
66 C -11.7473 0.3081 -0.0104
67 C -9.3686 -0.3609 -0.2512
68 O -9.0820 0.6987 -0.7681
69 C -8.3363 -1.4170 -0.0482
70 C -7.0431 -1.1942 -0.5026
71 C -6.0684 -2.1575 -0.3106
72 C -6.3763 -3.3447 0.3456
73 C -7.6651 -3.5744 0.7952
74 C -8.6508 -2.6166 0.5934
75 C -10.0401 -2.8949 1.0591
76 O -10.3099 -3.9296 1.6299
77 H -13.8208 0.7891 0.2030
78 H -14.4028 -1.3823 1.2328
79 H -12.6439 -3.0742 1.6260
80 H -11.4869 1.2521 -0.4681
81 H -6.8081 -0.2666 -1.0061
82 H -5.0615 -1.9822 -0.6678
83 H -5.6092 -4.0910 0.5040
84 H -7.9145 -4.4958 1.3023

Atoms 1-3, force components in eV/Å:
C 0.3 -0.3 -0.3
C -0.6 -0.1 0.1
B 0.2 0.5 0.2

=====

Record 2
C7H11O3P | wB97M-V/def2-TZVPD

The calculation puts the total energy at -840.25136 Eh. Its total charge is 0.

Positions of all 22 atoms, in Å:
1 C 0.0387 -0.2546 0.0066
2 C -1.6580 0.6180 -0.2233
3 C -0.4445 -1.4497 0.1411
4 C -2.4464 -0.4504 -0.0364
5 C 2.1852 -0.2607 -1.3009
6 C 2.1252 0.6586 1.0800
7 C 1.2744 0.4553 -0.1784
8 O -1.8261 -1.6017 0.1953
9 O 0.1500 -2.6837 0.1577
10 O -3.8126 -0.6377 -0.1281
11 P -1.8060 2.3843 -0.3140
12 H 3.2818 -0.2454 -1.0782
13 H 1.9115 0.4221 -2.2088
14 H 1.6757 -1.2174 -1.4683
15 H 2.1805 -0.2801 1.7317
16 H 1.6397 1.4223 1.7940
17 H 3.2313 0.9915 0.9011
18 H 1.0840 1.4887 -0.6695
19 H 0.7349 -2.7071 0.8663
20 H -4.1413 -1.5315 0.2865
21 H -2.1668 2.4602 1.1482
22 H -3.2111 2.4192 -0.7030

Atoms 1-3, force components in eV/Å:
C -5.2 3.6 -0.8
C 3.2 -2.4 0.7
C -0.9 -2.2 0.2

=====

Record 3
C47H46N5P2ReSSe | wB97M-V/def2-TZVPD

As for the spin multiplicity: 4. The calculation puts the total energy at -5652.84055 Eh. Its total charge is +1. As for the expectation value of S²: 3.8009.

Positions of all 103 atoms, in Å:
1 Re 1.1952 0.0848 -0.3468
2 C 2.3267 3.0992 -0.6531
3 P 2.9767 1.5530 0.0707
4 C 4.5576 1.1510 -0.6905
5 C 5.3594 2.1274 -1.2755
6 C 6.5851 1.7766 -1.8228
7 C 7.0126 0.4574 -1.7843
8 C 6.2104 -0.5222 -1.2112
9 C 4.9815 -0.1794 -0.6704
10 C 3.2909 1.8868 1.8246
11 C 2.3566 2.5991 2.5787
12 C 2.5958 2.8378 3.9228
13 C 3.7507 2.3616 4.5258
14 C 4.6748 1.6420 3.7819
15 C 4.4484 1.4045 2.4358
16 C 0.8707 3.1088 -0.2806
17 C -0.0147 4.1364 -0.0951
18 C -1.2152 3.5498 0.3982
19 C -1.0109 2.1946 0.4821
20 C -1.8755 1.1639 1.1243
21 P -1.1896 0.8396 2.8493
22 C -1.8057 -0.8342 3.2716
23 C -2.1147 -1.1313 4.6014
24 C -2.4512 -2.4218 4.9806
25 C -2.4806 -3.4436 4.0397
26 C -2.1507 -3.1667 2.7213
27 C -1.8074 -1.8739 2.3465
28 C -2.3318 1.9266 3.7885
29 C -1.8145 3.1101 4.3070
30 C -2.6389 4.0201 4.9594
31 C -3.9889 3.7465 5.1060
32 C -4.5164 2.5663 4.5935
33 C -3.6954 1.6642 3.9357
34 N 0.2678 1.9077 0.0588
35 H 2.4947 3.0540 -1.7349
36 H 2.8501 3.9696 -0.2582
37 H 5.0310 3.1592 -1.3049
38 H 7.2087 2.5345 -2.2784
39 H 7.9750 0.1904 -2.2006
40 H 6.5425 -1.5524 -1.1904
41 H 4.3432 -0.9399 -0.2321
42 H 1.4368 2.9539 2.1312
43 H 1.8732 3.3952 4.5044
44 H 3.9310 2.5489 5.5764
45 H 5.5763 1.2674 4.2487
46 H 5.1784 0.8491 1.8622
47 H 0.1808 5.1837 -0.2693
48 H -2.1130 4.0693 0.6983
49 H -1.9202 0.2415 0.5423
50 H -2.8865 1.5513 1.2370
51 H -2.0965 -0.3430 5.3447
52 H -2.6890 -2.6337 6.0153
53 H -2.7630 -4.4463 4.3332
54 H -2.1611 -3.9557 1.9787
55 H -1.5161 -1.6840 1.3196
56 H -0.7559 3.3169 4.1963
57 H -2.2238 4.9373 5.3578
58 H -4.6327 4.4491 5.6195
59 H -5.5716 2.3497 4.7058
60 H -4.1149 0.7470 3.5388
61 C 2.9732 -2.8671 -3.0335
62 C 2.2870 -1.7121 -2.3882
63 N 2.0373 -1.6463 -1.1084
64 N 2.3555 -2.7489 -0.3581
65 C 2.1508 -2.5783 0.9231
66 N 2.3704 -3.6204 1.7336
67 S 1.6571 -1.0801 1.7021
68 C 1.8446 -0.5541 -3.1436
69 C 1.9588 -0.4548 -4.5257
70 C 1.4457 0.6486 -5.1764
71 C 0.8121 1.6366 -4.4326
72 C 0.7283 1.4917 -3.0662
73 N 1.2511 0.4328 -2.4228
74 H 2.9340 -3.7302 -2.3788
75 H 4.0233 -2.6152 -3.2098
76 H 2.5208 -3.1176 -3.9922
77 H 2.6608 -4.5000 1.3421
78 H 2.2425 -3.5286 2.7250
79 H 2.4434 -1.2459 -5.0783
80 H 1.5233 0.7336 -6.2519
81 H 0.3842 2.5095 -4.9042
82 H 0.2244 2.2257 -2.4494
83 C -6.4366 -4.1565 -4.1025
84 C -5.2862 -3.2996 -3.6627
85 C -4.1050 -3.2525 -4.3983
86 C -3.0229 -2.4879 -3.9980
87 C -1.7841 -2.4790 -4.8519
88 C -3.1303 -1.7385 -2.7965
89 Se -1.6570 -0.7363 -2.2424
90 C -4.3399 -1.7427 -2.0564
91 C -4.5322 -0.8861 -0.8403
92 C -5.3830 -2.5315 -2.5026
93 H -6.3123 -4.4948 -5.1297
94 H -7.3791 -3.6143 -4.0246
95 H -6.5157 -5.0389 -3.4633
96 H -4.0295 -3.8294 -5.3133
97 H -1.9039 -3.1591 -5.6942
98 H -0.9042 -2.7801 -4.2840
99 H -1.5891 -1.4782 -5.2407
100 H -4.3354 0.1615 -1.0711
101 H -3.8561 -1.1752 -0.0383
102 H -5.5529 -0.9715 -0.4714
103 H -6.3096 -2.5440 -1.9391

Atoms 1-3, force components in eV/Å:
Re -0.2 0.7 1.0
C -0.2 -0.1 -0.1
P -0.1 -0.3 0.0